This record from OMol25 describes a 2-piece molecular cluster, C12H17N overall at a distorted geometry. The level of theory is ωB97M-V/def2-TZVPD.

Each line ends with the Mulliken charge.
Geometry (Å):
C  3.40532  -0.02212  0.98327  -1.288
C  1.27238  1.11804  -0.06027  0.625
C  1.96105  0.13855  0.72124  0.754
C  -0.08054  0.87907  0.12765  0.167
C  0.99404  -0.74801  1.21509  -0.460
C  1.75224  2.18772  -0.82685  -0.360
C  0.82778  2.97267  -1.45618  -0.782
C  -0.55609  2.67750  -1.26856  -0.391
C  -1.06381  1.58224  -0.54950  -0.582
N  -0.25114  -0.28786  0.89259  0.049
H  2.82333  2.31328  -0.90830  0.457
H  1.00167  3.67198  -2.26046  0.401
H  -1.21776  3.46813  -1.60117  0.396
H  3.97720  -0.10501  0.05852  0.363
H  3.52429  -0.79705  1.73438  0.365
H  1.01337  -1.54216  1.93897  0.441
H  -1.06280  -0.88977  0.89762  -0.116
H  -2.11189  1.46862  -0.33460  0.445
H  3.75640  0.90940  1.44519  0.371
C  -2.37441  -2.76441  -0.60306  -0.332
C  -1.41498  -3.60602  0.26904  -0.911
C  -3.29850  -1.81960  0.21451  -1.004
H  -1.92884  -2.25865  -1.45123  0.302
H  -3.10826  -3.45832  -1.03132  0.354
H  -1.24835  -4.51154  -0.31542  0.353
H  -1.79878  -3.78128  1.26632  0.287
H  -3.79086  -2.15345  1.12778  0.330
H  -2.72620  -0.96834  0.58925  0.216
H  -0.46684  -3.07286  0.26094  0.218
H  -4.05158  -1.43786  -0.46953  0.331

Cartesian forces (eV/Å) of the 2 atoms listed first:
-0.350 0.974 0.442
0.982 -0.510 1.411

Output
Relative energy (zero: lowest compared OMol25 entry of this formula, charge and spin) = 80.1 kJ/mol
Multiplicity = 2
Total charge = +1
Largest force on an atom = 0.0590 hartree/bohr
E_HOMO (spin up / spin down) = -13.050 / -13.354 eV
M = 175.275 g/mol
HOMO-LUMO gap (spin up / spin down) = 0.34768 / 0.23452 Ha


This record from OMol25 describes a 5-piece molecular cluster, C28H39F12O15P overall at a distorted geometry. The level of theory is ωB97M-V/def2-TZVPD.

Each line ends with the Mulliken charge.
Geometry (Å):
C  -4.62391  -6.53142  -1.05963  -0.809
C  -3.87540  -6.14462  -2.46762  -0.214
O  -4.42991  -4.91556  -3.12218  -0.424
C  -3.52871  -3.84142  -2.58708  0.112
O  -3.91460  -2.48833  -3.02443  -0.398
P  -3.13597  -1.43967  -1.82039  1.054
O  -4.30936  -1.09349  -0.77369  -0.589
O  -1.73518  -2.16398  -1.08135  -0.161
C  -1.97699  -2.50691  0.34138  -0.113
O  -1.00662  -3.55378  0.69456  -0.302
C  -0.00251  -3.08910  1.66321  -0.441
O  -2.56713  0.07708  -2.54981  -0.424
C  -2.25298  0.99100  -1.40157  -0.225
O  -3.46884  1.79923  -1.19382  -0.293
C  -3.49365  2.43527  0.13252  0.253
C  -2.46793  3.58738  0.68798  -0.275
C  -2.64898  4.25578  2.20899  -0.221
C  -3.89371  3.74958  3.19036  -0.307
C  -4.95559  2.57746  2.66737  -0.408
C  -4.72782  1.95524  1.15188  -0.164
H  -5.18427  -5.63824  -0.53706  0.256
H  -5.31320  -7.49945  -1.16849  0.272
H  -3.77044  -6.86135  -0.29319  0.239
H  -2.71792  -6.02110  -2.20218  0.225
H  -3.90360  -7.04709  -3.24840  0.329
H  -3.60666  -3.95569  -1.40135  0.005
H  -2.41078  -4.00394  -2.97159  0.214
H  -3.05614  -2.98245  0.52116  0.211
H  -1.89181  -1.51728  0.95970  0.223
H  -0.27293  -3.57955  2.70052  0.060
H  0.08954  -1.92750  1.76910  0.276
H  1.04514  -3.50779  1.28269  0.259
H  -1.89104  0.40925  -0.44999  0.191
H  -1.34528  1.65451  -1.78795  0.276
H  -1.59016  3.98572  -0.01598  0.211
H  -1.91861  5.11466  2.59748  0.218
H  -4.08914  4.21099  4.26584  0.279
H  -5.85714  2.24989  3.36559  0.286
H  -5.48132  1.14078  0.75409  0.297
C  0.35015  -3.07840  8.60310  -1.088
C  -0.26700  -4.18169  7.76180  -0.192
O  -1.33624  -3.67209  6.94812  -0.298
C  -0.95883  -2.95291  5.84511  0.296
O  0.21195  -2.73407  5.53777  -0.522
C  -2.17769  -2.49583  5.04760  0.957
F  -3.12771  -1.90723  5.82946  -0.257
F  -2.79495  -3.53370  4.41414  -0.261
F  -1.87008  -1.58784  4.07877  -0.212
H  -0.41769  -2.57953  9.20313  0.300
H  1.11771  -3.48079  9.26800  0.366
H  0.81046  -2.30719  7.97642  0.312
H  -0.70328  -4.93945  8.42248  0.313
H  0.48130  -4.68927  7.14149  0.304
C  1.09595  -0.02547  -3.12142  -0.746
C  1.46903  -0.30191  -4.56722  -0.322
O  1.97133  0.88367  -5.20529  -0.323
C  3.25104  1.24448  -4.87598  0.368
O  3.95726  0.61938  -4.08631  -0.515
C  3.67993  2.49470  -5.63990  0.873
F  2.75655  3.49616  -5.57106  -0.247
F  3.87252  2.24448  -6.96646  -0.240
F  4.84788  3.02541  -5.17955  -0.240
H  0.38355  0.80362  -3.06170  0.147
H  0.65363  -0.91065  -2.65885  0.262
H  1.97073  0.26788  -2.53144  0.361
H  0.57305  -0.60569  -5.12037  0.389
H  2.19225  -1.12167  -4.65273  0.271
C  7.04426  0.12545  -6.55177  -1.185
C  5.83758  -0.70727  -6.94730  -0.016
O  6.14673  -1.56812  -8.05563  -0.350
C  6.89673  -2.67613  -7.76219  0.363
O  7.30062  -2.95052  -6.63318  -0.513
C  7.12958  -3.52438  -9.00991  0.845
F  7.56772  -2.78917  -10.07189  -0.240
F  5.99147  -4.15109  -9.42392  -0.244
F  8.05680  -4.50539  -8.82132  -0.237
H  7.42057  0.68720  -7.41276  0.313
H  6.78787  0.82506  -5.75305  0.334
H  7.86866  -0.50525  -6.20256  0.372
H  5.03109  -0.04215  -7.27629  0.246
H  5.44904  -1.28971  -6.10340  0.278
C  0.42057  9.60828  5.00578  -1.092
C  0.99682  8.24297  4.67448  -0.155
O  0.63734  7.27567  5.67455  -0.313
C  -0.65187  6.81534  5.62628  0.384
O  -1.48019  7.18411  4.79504  -0.515
C  -0.90100  5.77329  6.71376  0.860
F  -0.47460  6.18299  7.94284  -0.247
F  -0.25480  4.60010  6.45778  -0.254
F  -2.21923  5.45795  6.85697  -0.239
H  0.73092  9.92193  6.00767  0.300
H  0.74980  10.35493  4.27964  0.367
H  -0.67446  9.59110  5.00627  0.311
H  2.09105  8.30363  4.66927  0.314
H  0.68967  7.90073  3.67904  0.280

Cartesian forces (eV/Å) of the 2 atoms listed first:
0.705 -0.884 0.643
0.561 -1.015 0.239

Output
Largest force on an atom = 0.1248 hartree/bohr
E_HOMO = -8.429 eV
M = 874.555 g/mol
HOMO-LUMO gap = 0.31150 Ha
SMILES = CCOCO[P@@](=O)(OCOC)OCOc1ccccc1.CCOC(=O)C(F)(F)F.CCOC(=O)C(F)(F)F.CCOC(=O)C(F)(F)F.CCOC(=O)C(F)(F)F


This record from OMol25 describes C4H9N3O as an isolated structure. The level of theory is ωB97M-V/def2-TZVPD.

Each line ends with the Mulliken charge.
Geometry (Å):
C  -0.62733  -1.02568  -1.99384  -0.627
O  -1.25760  -1.56966  -0.95253  -0.416
C  -0.38588  -1.09896  0.56199  0.468
N  0.20422  -1.85876  1.23869  -0.663
H  -1.29470  -0.55215  -2.72956  0.315
H  0.13640  -1.66640  -2.46754  0.302
H  0.02055  -0.08549  -1.64980  0.385
C  -0.41292  1.09093  1.79318  -1.363
N  1.76136  0.52931  -0.02931  -0.249
C  -0.48585  0.44069  0.40628  0.115
N  0.57889  0.85401  -0.47600  -0.256
H  1.86435  -0.24485  0.63632  0.275
H  2.53382  0.74529  -0.64157  0.264
H  -1.41253  0.71158  -0.09096  0.361
H  -1.29515  0.79749  2.36063  0.376
H  0.46719  0.75543  2.33839  0.311
H  -0.39482  2.17722  1.69563  0.402

Cartesian forces (eV/Å) of the 2 atoms listed first:
0.112 0.124 0.096
0.131 0.093 0.038

Output
Relative energy (zero: lowest compared OMol25 entry of this formula, charge and spin) = 583.3 kJ/mol
Largest force on an atom = 0.0097 hartree/bohr
E_HOMO (spin up / spin down) = -8.796 / -8.265 eV
M = 115.136 g/mol
HOMO-LUMO gap (spin up / spin down) = 0.29033 / 0.24411 Ha


This record from OMol25 describes C3H9N2 as an isolated structure. The level of theory is ωB97M-V/def2-TZVPD.

Each line ends with the Mulliken charge.
Geometry (Å):
C  -0.37312  1.24231  -1.52455  -0.933
C  -0.27870  -1.11806  -1.48064  -0.226
N  -0.12784  -0.03892  -0.84393  -0.235
H  0.00801  2.06046  -0.92427  0.319
H  -1.44475  1.38430  -1.65269  0.345
H  0.10231  1.25473  -2.50412  0.338
H  -0.10597  -2.06383  -0.97958  0.238
H  -0.55754  -1.11405  -2.53139  0.304
C  0.15558  -0.45034  2.60172  -0.145
N  0.81395  -0.11440  1.57704  -0.238
H  -0.84847  -0.84904  2.47557  0.256
H  0.57251  -0.37554  3.59579  0.271
H  1.74616  0.25508  1.75161  0.236
H  0.33787  -0.07268  0.43944  0.469

Cartesian forces (eV/Å) of the 2 atoms listed first:
-0.074 -0.123 -0.006
0.112 0.043 -0.053

Output
Relative energy (zero: lowest compared OMol25 entry of this formula, charge and spin) = 158.0 kJ/mol
Total charge = +1
Largest force on an atom = 0.0069 hartree/bohr
E_HOMO = -15.308 eV
M = 73.119 g/mol
HOMO-LUMO gap = 0.41388 Ha